15
Properties=species:S:1:pos:R:3 method="wB97M-V/def2-TZVPD" fmax_ha_per_bohr=0.011 orbital_gap_ev=10.00
C 0.40 2.05 -0.11
N -0.49 1.00 0.33
C -0.61 -0.25 0.21
C -1.78 -0.89 0.91
O 0.05 -1.25 -0.46
C 1.42 -1.17 -0.83
H 0.94 1.98 -1.06
H -0.20 2.96 -0.16
H 1.15 2.24 0.67
H -2.41 -1.42 0.20
H -1.45 -1.63 1.66
H -2.34 -0.10 1.40
H 1.56 -0.53 -1.70
H 1.75 -2.19 -1.07
H 2.02 -0.80 0.01

=====

18
Properties=species:S:1:pos:R:3 method="wB97M-V/def2-TZVPD" fmax_ha_per_bohr=0.020 orbital_gap_ev=9.87
C -1.94 -0.78 0.24
C -1.01 -1.64 0.60
O 0.31 -1.29 0.73
C 1.17 -2.32 1.16
H -2.96 -1.10 0.15
H -1.72 0.25 0.02
H -1.23 -2.68 0.82
H 0.90 -2.67 2.16
H 1.17 -3.16 0.46
H 2.17 -1.88 1.19
C 0.90 1.85 -0.09
O -0.32 2.24 -0.69
C -0.35 2.55 -1.97
O -1.34 2.88 -2.55
H 1.72 1.90 -0.81
H 1.10 2.53 0.75
H 0.79 0.83 0.28
H 0.64 2.49 -2.47

=====

11
Properties=species:S:1:pos:R:3 method="wB97M-V/def2-TZVPD" fmax_ha_per_bohr=0.017 orbital_gap_ev=10.20
C 2.28 -0.36 -0.14
N 1.59 -1.24 0.23
O 0.49 -1.66 0.51
H 3.25 0.01 -0.43
C 0.50 1.03 -0.35
C -0.52 0.44 -0.05
C -1.92 0.06 0.19
H 1.18 1.79 -0.67
H -2.13 -0.07 1.25
H -2.54 0.87 -0.20
H -2.19 -0.87 -0.33

=====

29
Properties=species:S:1:pos:R:3 method="wB97M-V/def2-TZVPD" charge=+1 fmax_ha_per_bohr=0.007 orbital_gap_ev=8.69
C -0.67 -0.55 -3.76
C -0.67 -1.97 -3.22
N 0.15 -2.08 -1.99
C -0.37 -1.44 -0.86
C 0.48 -0.76 0.03
C -0.01 -0.11 1.12
B 0.98 0.68 2.10
O 1.75 -0.15 2.83
C 1.06 2.24 2.12
C 2.41 2.82 2.60
C -1.40 -0.15 1.31
I -2.36 0.71 2.91
N -2.11 -0.82 0.41
O -3.46 -0.89 0.58
N -1.67 -1.46 -0.64
H -0.87 -0.56 -4.83
H -1.44 0.07 -3.30
H 0.30 -0.08 -3.60
H -1.69 -2.32 -3.06
H -0.22 -2.65 -3.95
H 0.36 -3.05 -1.79
H 1.54 -0.77 -0.19
H 2.36 0.30 3.43
H 0.81 2.62 1.13
H 0.26 2.61 2.77
H 3.22 2.08 2.57
H 2.34 3.18 3.62
H 2.73 3.65 1.97
H -3.80 -1.18 -0.29

=====

11
Properties=species:S:1:pos:R:3 method="wB97M-V/def2-TZVPD" fmax_ha_per_bohr=0.007 orbital_gap_ev=11.12
C -0.70 0.76 -0.18
C -0.70 -0.79 -0.01
C 0.81 -0.71 0.23
O 1.39 -0.10 -0.91
C 0.81 0.75 0.07
H -1.26 1.27 0.61
H -1.00 1.16 -1.15
H -1.26 -1.11 0.87
H -1.00 -1.39 -0.87
H 1.45 -1.36 0.83
H 1.45 1.51 0.51

=====

36
Properties=species:S:1:pos:R:3 method="wB97M-V/def2-TZVPD" charge=+1 fmax_ha_per_bohr=0.006 orbital_gap_ev="7.20 / 5.67" multiplicity=5
Pt 0.90 -0.51 1.68
Se 2.38 -1.79 -0.23
Se 4.20 -0.93 0.61
Te 2.47 -0.85 3.78
Se 0.34 -1.99 3.64
C -2.42 -1.18 1.42
P -1.05 -0.52 0.45
C -1.64 1.09 -0.08
C -0.91 -1.56 -1.02
C -0.38 -1.03 -2.20
C -0.23 -1.84 -3.31
C -0.59 -3.18 -3.26
C -1.12 -3.71 -2.09
C -1.27 -2.90 -0.97
H -2.18 -2.18 1.79
H -3.33 -1.22 0.82
H -2.58 -0.52 2.28
H -2.58 0.97 -0.62
H -0.91 1.58 -0.73
H -1.79 1.72 0.79
H -0.08 0.01 -2.26
H 0.18 -1.42 -4.23
H -0.48 -3.81 -4.13
H -1.40 -4.75 -2.04
H -1.68 -3.33 -0.07
F 0.67 2.05 3.43
C 1.05 2.40 2.19
C 1.21 1.44 1.20
C 1.58 1.92 -0.04
F 1.69 1.09 -1.10
C 1.82 3.25 -0.30
F 2.18 3.65 -1.52
C 1.67 4.18 0.71
F 1.89 5.47 0.49
C 1.28 3.75 1.97
F 1.12 4.63 2.95

=====

19
Properties=species:S:1:pos:R:3 method="wB97M-V/def2-TZVPD" charge=+1 fmax_ha_per_bohr=0.028 orbital_gap_ev="8.67 / 5.18" multiplicity=2
C -1.30 1.67 0.68
C -0.24 0.68 0.91
C -0.40 -0.29 1.92
C 0.92 0.03 -1.08
C 0.94 0.74 0.04
C 2.00 1.73 0.41
H -1.02 2.34 -0.13
H -1.49 2.23 1.60
H -2.29 1.23 0.57
H 0.33 -1.08 1.94
H -1.16 -0.29 2.67
H 1.77 0.06 -1.76
H 0.09 -0.61 -1.37
H 2.58 1.42 1.30
H 1.62 2.68 0.76
H 2.69 1.84 -0.42
H -2.18 -4.90 -3.34
H -1.50 -4.71 -1.88
O -1.37 -4.76 -2.82

=====

84
Properties=species:S:1:pos:R:3 method="wB97M-V/def2-TZVPD" charge=+1 fmax_ha_per_bohr=0.061 orbital_gap_ev=7.35
C 4.24 1.17 2.83
C 4.67 -0.25 2.04
O 4.41 -1.45 2.89
C 3.41 -2.34 2.21
C 1.92 -1.68 2.45
C 1.67 -1.65 4.07
N 0.24 -2.08 4.32
C -0.60 -1.21 3.41
C -0.55 -1.68 1.81
C -1.83 -2.58 1.35
Br -1.87 -2.97 -0.65
C -3.30 -1.95 1.70
C -3.37 -0.31 1.66
Br -4.12 -2.72 3.40
N 0.81 -2.40 1.67
F 1.25 -2.41 0.36
H 4.26 1.01 3.99
H 3.20 1.58 2.49
H 5.09 1.94 2.55
H 5.80 -0.25 1.77
H 4.00 -0.25 1.05
H 3.46 -3.45 2.61
H 3.72 -2.41 1.06
H 1.89 -0.56 2.03
H 2.45 -2.26 4.70
H 1.79 -0.51 4.41
H 0.11 -3.10 4.14
H -0.16 -0.10 3.44
H -1.70 -1.11 3.83
H -0.49 -0.68 1.17
H -1.78 -3.66 1.86
H -4.04 -2.32 0.84
H -3.30 0.05 2.80
H -4.44 0.07 1.30
H -2.48 0.21 1.11
H 0.70 -3.39 2.06
C 0.08 1.95 -0.27
O -0.82 1.61 0.48
N 0.81 1.07 -0.98
N 0.42 3.24 -0.44
H 1.55 1.34 -1.60
H 0.58 0.09 -0.87
H -0.10 3.93 0.08
H 1.16 3.54 -1.05
C -5.32 -6.24 1.08
O -6.21 -6.22 1.91
N -5.26 -7.16 0.10
N -4.31 -5.35 1.07
H -4.53 -7.19 -0.59
H -6.00 -7.85 0.07
H -4.32 -4.64 1.79
H -3.57 -5.35 0.39
C 0.20 -4.46 -4.77
O 0.22 -4.55 -5.99
N -0.69 -3.69 -4.11
N 1.05 -5.13 -3.97
H -0.72 -3.60 -3.11
H -1.35 -3.17 -4.67
H 1.73 -5.72 -4.43
H 1.05 -5.07 -2.97
C -0.74 3.54 -4.61
O -0.80 4.25 -5.60
N -0.74 2.20 -4.68
N -0.66 4.03 -3.36
H -0.70 1.59 -3.88
H -0.80 1.78 -5.60
H -0.66 5.04 -3.27
H -0.61 3.46 -2.54
C 2.44 6.70 -5.44
O 2.10 6.92 -4.28
N 3.67 7.00 -5.90
N 1.62 6.14 -6.34
H 3.97 6.83 -6.84
H 4.32 7.42 -5.24
H 0.69 5.90 -6.04
H 1.89 5.95 -7.30
C -0.74 4.75 3.21
O -0.80 5.46 2.22
N -0.74 3.40 3.14
N -0.66 5.24 4.46
H -0.70 2.80 3.94
H -0.80 2.99 2.22
H -0.66 6.25 4.56
H -0.61 4.67 5.29

=====

10
Properties=species:S:1:pos:R:3 method="wB97M-V/def2-TZVPD" fmax_ha_per_bohr=0.105 orbital_gap_ev=8.71
C 0.49 -0.42 -0.71
C 0.91 -0.44 0.77
C -0.83 -0.04 -0.03
S -1.38 1.71 0.18
Cl -2.00 -1.29 0.19
H 0.95 0.35 -1.30
H 0.38 -1.25 -1.32
H 0.81 -1.35 1.25
H 0.99 0.52 1.20
H -0.32 2.21 -0.24

=====

22
Properties=species:S:1:pos:R:3 method="wB97M-V/def2-TZVPD" fmax_ha_per_bohr=0.008 orbital_gap_ev=9.83
C -1.28 1.49 1.64
C -0.01 1.13 1.78
C 0.85 1.60 2.90
O 1.36 0.46 3.58
H -1.90 1.15 0.82
H -1.76 2.11 2.39
H 0.45 0.44 1.08
H 1.66 2.20 2.49
H 0.26 2.24 3.56
H 1.84 0.75 4.36
C -0.15 0.50 -2.23
C -0.39 -0.95 -2.65
C 0.11 -1.94 -1.61
S -0.39 -3.62 -2.10
H -0.24 1.15 -3.10
H 0.85 0.62 -1.82
H -0.86 0.82 -1.48
H -1.45 -1.12 -2.84
H 0.12 -1.15 -3.60
H -0.31 -1.72 -0.63
H 1.20 -1.90 -1.53
H 0.03 -4.27 -1.01

=====

108
Properties=species:S:1:pos:R:3 method="wB97M-V/def2-TZVPD" charge=+1 fmax_ha_per_bohr=0.057 orbital_gap_ev=6.94
Sc -1.74 1.53 -0.12
C -4.37 1.72 2.31
C -3.07 2.38 2.01
C -2.96 3.59 1.29
C -1.71 4.20 1.17
C -0.57 3.58 1.66
C -0.68 2.29 2.31
C -1.94 1.77 2.52
H -4.20 0.85 2.86
H -4.92 1.51 1.36
H -5.01 2.35 2.92
H -3.80 4.09 0.85
H -1.57 5.09 0.56
H 0.39 4.05 1.46
H 0.25 1.86 2.63
H -2.03 0.76 2.95
O -2.42 -0.23 -0.44
C -1.71 -1.47 -0.33
C -0.34 -1.47 -0.91
C 0.18 -2.65 -1.37
C 1.38 -2.64 -2.11
C 2.10 -1.49 -2.31
C 1.65 -0.32 -1.73
C 0.42 -0.26 -1.01
O -0.07 0.85 -0.56
N 1.87 -3.82 -2.75
O 1.61 -4.87 -2.19
O 2.67 -3.74 -3.65
H -2.28 -2.29 -0.74
H -0.48 -3.56 -1.32
H 2.99 -1.56 -2.92
H 2.26 0.58 -1.80
C 1.29 -3.45 5.98
Si -0.14 -2.83 4.81
C -1.63 -3.95 5.03
C -0.53 -1.08 5.39
Si 0.59 -2.98 2.62
Te -1.65 -1.92 1.83
Si 2.74 -1.83 2.40
C 2.41 0.06 2.51
C 3.69 -2.14 0.85
C 3.81 -2.46 3.79
Si 0.70 -5.24 1.94
C 2.11 -5.53 0.81
C -0.89 -5.76 1.11
C 1.13 -6.43 3.38
H 0.94 -3.55 6.99
H 2.15 -2.79 6.01
H 1.62 -4.45 5.59
H -1.92 -3.97 6.08
H -1.37 -4.98 4.70
H -2.49 -3.61 4.46
H -0.88 -1.03 6.40
H -1.17 -0.55 4.74
H 0.41 -0.57 5.39
H 1.79 0.40 1.69
H 3.34 0.60 2.51
H 1.96 0.35 3.45
H 4.40 -1.30 0.84
H 3.11 -2.15 -0.06
H 4.15 -3.13 0.91
H 3.63 -2.00 4.74
H 4.86 -2.33 3.55
H 3.74 -3.59 3.86
H 2.10 -4.86 -0.07
H 2.17 -6.59 0.47
H 3.06 -5.40 1.34
H -0.86 -5.33 0.12
H -1.78 -5.41 1.70
H -0.98 -6.85 1.12
H 2.21 -6.66 3.32
H 0.73 -7.45 3.35
H 1.04 -6.03 4.39
O -2.10 2.63 -1.79
As -1.21 3.11 -3.13
C -0.62 1.57 -4.09
C -1.06 0.30 -3.70
C -0.69 -0.81 -4.40
C 0.11 -0.68 -5.55
C 0.60 0.54 -5.97
C 0.25 1.65 -5.20
C 0.25 4.15 -2.47
C 1.39 3.51 -2.02
C 2.40 4.28 -1.44
C 2.24 5.64 -1.29
C 1.08 6.27 -1.78
C 0.09 5.51 -2.34
C -2.25 4.33 -4.17
C -1.55 5.02 -5.15
C -2.09 6.20 -5.68
C -3.35 6.65 -5.34
C -4.07 5.90 -4.41
C -3.52 4.81 -3.77
H -1.68 0.19 -2.82
H -1.02 -1.80 -4.04
H 0.18 -1.56 -6.19
H 1.20 0.70 -6.85
H 0.73 2.60 -5.47
H 1.49 2.44 -2.07
H 3.35 3.83 -1.23
H 3.09 6.23 -0.92
H 1.02 7.31 -1.82
H -0.80 5.89 -2.80
H -0.58 4.66 -5.47
H -1.47 6.77 -6.45
H -3.77 7.63 -5.71
H -5.04 6.25 -4.11
H -4.07 4.41 -2.96

=====

32
Properties=species:S:1:pos:R:3 method="wB97M-V/def2-TZVPD" charge=-2 fmax_ha_per_bohr=0.051 orbital_gap_ev=5.05
Zn 0.98 0.68 -0.22
S 3.08 0.12 1.41
O 1.93 1.07 1.57
O 2.68 -0.54 0.13
O 4.28 0.93 1.28
O 3.20 -0.92 2.43
O 1.36 2.39 -1.24
C 1.65 2.08 -2.56
C 1.02 0.71 -3.03
O 0.64 -0.27 -2.06
H 2.75 2.03 -2.67
H 1.37 2.94 -3.20
H 1.86 0.24 -3.56
H 0.17 0.81 -3.73
O -0.05 -0.81 0.93
C -0.09 -1.86 1.53
N 1.01 -2.37 2.13
C -1.44 -2.52 1.70
H 0.96 -3.24 2.62
H 1.91 -1.87 2.08
H -1.38 -3.59 1.96
H -1.92 -2.44 0.73
H -2.17 -2.02 2.33
O -0.99 1.54 0.29
C -2.07 1.15 -0.11
N -2.12 0.22 -1.09
C -3.39 1.44 0.64
H -1.27 -0.07 -1.60
H -2.90 -0.41 -1.03
H -3.53 0.79 1.49
H -4.23 1.31 -0.05
H -3.32 2.50 0.88